# 1
Entry from OMol25: the molecule C6H8N2 in a non-equilibrium geometry (the ωB97M-V functional and the def2-TZVPD basis).

Structure (XYZ):
```
16
C6H8N2 the ωB97M-V functional and the def2-TZVPD basis
C -0.63 1.24 0.05
C -1.61 0.07 -0.16
C -0.47 -0.89 0.13
C 0.19 -2.09 0.37
C 1.73 -0.37 0.50
C 0.47 0.15 0.23
H -0.07 3.06 -0.61
H -0.08 1.94 -1.85
H -0.87 1.79 0.98
H -2.48 0.06 0.48
H -1.96 0.07 -1.20
H -0.17 -3.12 0.38
H 2.29 -2.40 0.59
H 2.77 0.03 0.53
N -0.63 2.22 -0.97
N 1.52 -1.75 0.55
```

Its SMILES is N[C@H]1Cc2c[nH]cc21. For the largest force on an atom, the calculation gives 3.61 eV/A. The calculation puts the HOMO energy at -8.11 eV.

---

# 2
Entry from OMol25: a structure of composition C27H68N3O14PTlZn in a non-equilibrium geometry (the ωB97M-V functional and the def2-TZVPD basis).

Structure (XYZ):
```
115
C27H68N3O14PTlZn the ωB97M-V functional and the def2-TZVPD basis
Zn 0.31 0.54 4.12
Tl -0.49 -0.32 -0.82
P -0.81 -1.33 2.25
O -1.81 -2.41 1.98
O -1.65 0.20 2.46
O 0.01 -1.00 1.16
O -0.01 -1.41 3.73
C 1.08 4.15 5.11
C 0.89 2.72 4.66
O 0.60 1.84 5.59
O 0.96 2.37 3.42
H 1.90 4.73 4.65
H 1.18 4.13 6.19
H 0.15 4.65 4.90
C -3.71 -2.73 -2.22
C -4.08 -1.80 -1.10
C -5.23 -2.27 -0.18
O -2.91 -1.44 -0.35
H -2.83 -2.49 -2.87
H -4.59 -2.86 -2.83
H -3.44 -3.74 -1.84
H -4.47 -0.93 -1.59
H -5.67 -1.45 0.37
H -4.91 -3.08 0.46
H -6.10 -2.58 -0.84
H -2.81 -1.96 0.46
C -0.49 -5.52 2.48
C -1.71 -5.84 1.63
C -2.90 -6.25 2.42
O -2.09 -4.79 0.73
H 0.13 -6.39 2.58
H -0.64 -5.10 3.49
H 0.11 -4.79 1.89
H -1.46 -6.68 0.98
H -2.87 -7.24 2.81
H -3.71 -6.27 1.70
H -3.12 -5.56 3.30
H -2.27 -3.99 1.22
C 5.09 3.27 4.04
C 5.54 1.91 4.38
C 4.63 1.34 5.49
O 5.50 1.09 3.15
H 5.63 3.72 3.18
H 5.13 3.98 4.93
H 4.03 3.21 3.74
H 6.62 1.89 4.72
H 4.93 1.67 6.51
H 4.69 0.26 5.53
H 3.63 1.71 5.37
H 6.39 0.78 2.98
C -4.00 1.63 -0.27
C -2.79 1.57 -1.13
C -2.71 2.71 -2.17
O -2.35 3.91 -1.53
C -2.61 4.97 -2.38
N -1.66 1.41 -0.29
H -4.10 2.60 0.24
H -4.08 0.78 0.45
H -4.93 1.57 -0.84
H -2.86 0.70 -1.84
H -3.69 2.77 -2.69
H -1.98 2.53 -2.96
H -2.18 4.81 -3.40
H -2.26 5.91 -1.90
H -3.69 5.06 -2.51
H -1.16 2.26 -0.06
H -1.88 0.56 1.61
C 1.09 -3.28 -1.06
O 0.67 -2.08 -1.75
C 0.82 -2.13 -3.17
C 0.95 -0.64 -3.59
N -0.33 0.06 -3.24
C -1.49 -0.26 -4.12
C -1.33 0.48 -5.45
O -0.67 1.72 -5.18
C -0.81 2.66 -6.33
H 0.47 -4.17 -1.25
H 1.04 -3.14 0.01
H 2.10 -3.54 -1.40
H -0.01 -2.68 -3.63
H 1.75 -2.66 -3.46
H 1.11 -0.60 -4.67
H 1.81 -0.09 -3.11
H -0.29 1.09 -3.19
H -2.35 0.07 -3.55
H -1.43 -1.34 -4.21
H -2.38 0.54 -5.92
H -0.73 -0.05 -6.21
H -0.10 2.54 -7.09
H -0.69 3.67 -5.93
H -1.78 2.47 -6.76
C 3.51 -2.76 2.83
O 3.57 -2.28 1.46
C 3.26 -0.90 1.37
C 2.81 -0.74 -0.07
N 2.00 0.48 -0.25
C 2.84 1.68 -0.82
C 2.12 2.98 -1.17
O 1.10 2.78 -2.14
C 0.56 4.04 -2.52
H 2.49 -2.61 3.22
H 4.30 -2.26 3.41
H 3.86 -3.78 2.84
H 4.16 -0.34 1.61
H 2.38 -0.70 2.01
H 2.28 -1.60 -0.35
H 3.68 -0.70 -0.76
H 1.65 0.83 0.64
H 3.39 1.35 -1.73
H 3.50 1.94 0.05
H 2.83 3.76 -1.59
H 1.62 3.45 -0.28
H -0.43 3.84 -2.98
H 1.17 4.52 -3.28
H 0.53 4.66 -1.66
```

For the largest force on an atom, the calculation gives 10.71 eV/A. Its net charge is +1. The calculation puts the HOMO energy at -11.32 eV.

---

# 3
Entry from OMol25: a cluster of 2 separate species, C4H15N4 in total in a non-equilibrium geometry (the ωB97M-V functional and the def2-TZVPD basis).

Structure (XYZ):
```
23
C4H15N4 the ωB97M-V functional and the def2-TZVPD basis
C 1.13 -1.60 0.22
C 0.13 -1.61 1.37
C 0.28 -0.40 2.32
N 0.72 -2.59 -0.83
H 2.11 -1.87 0.62
H 1.18 -0.59 -0.20
H 0.22 -2.53 1.95
H -0.88 -1.63 0.94
H 0.33 0.54 1.78
H 1.14 -0.43 2.98
H -0.63 -0.34 2.93
H 1.40 -2.52 -1.57
H -0.16 -2.24 -1.23
N -0.24 0.59 -1.90
C -0.41 1.38 -0.65
N -1.37 1.42 0.64
N -0.15 2.74 -0.96
H -0.84 1.15 -2.53
H 0.70 0.91 -2.14
H -2.16 1.70 0.05
H -1.42 0.39 0.57
H -0.32 3.04 -1.91
H -0.55 3.30 -0.21
```

For the largest force on an atom, the calculation gives 5.60 eV/A. Its spin multiplicity is 2. The calculation puts the HOMO energy (alpha / beta) at -6.96 / -9.08 eV.

---

# 4
Entry from OMol25: a cluster of 3 separate species, C22H44N5O7 in total in a non-equilibrium geometry (the ωB97M-V functional and the def2-TZVPD basis).

Structure (XYZ):
```
78
C22H44N5O7 the ωB97M-V functional and the def2-TZVPD basis
C 9.93 -2.25 -1.13
C 8.72 -1.39 -1.44
C 7.86 -1.79 -2.64
N 8.48 -0.41 -0.65
C 7.53 0.51 -1.14
C 8.02 1.58 -1.92
O 9.32 1.70 -2.22
C 7.07 2.48 -2.34
C 5.76 2.18 -1.91
N 5.33 1.17 -1.22
N 6.26 0.31 -0.83
C 5.78 -0.82 0.01
C 4.39 -1.28 -0.55
C 4.24 -2.78 -0.29
O 4.06 -3.23 0.81
O 4.30 -3.68 -1.35
H 9.97 -3.11 -1.81
H 9.89 -2.59 -0.09
H 10.83 -1.64 -1.27
H 6.91 -2.20 -2.28
H 7.72 -1.00 -3.38
H 8.37 -2.61 -3.16
H 9.45 1.65 -3.18
H 7.32 3.34 -2.94
H 4.99 2.90 -2.20
H 5.64 -0.44 1.02
H 6.44 -1.68 -0.06
H 4.47 -1.19 -1.64
H 3.56 -0.72 -0.14
H 5.23 -3.81 -1.59
C 0.70 -2.91 -1.48
O -0.06 -1.90 -2.10
C -1.45 -2.22 -2.24
C -2.29 -1.35 -1.32
N -2.09 -1.70 0.07
C -2.64 -0.74 1.03
C -2.09 0.68 1.02
O -0.74 0.79 1.45
C 0.23 0.53 0.47
H 1.75 -2.64 -1.58
H 0.47 -2.98 -0.41
H 0.54 -3.89 -1.95
H -1.64 -3.28 -2.06
H -1.72 -2.00 -3.27
H -3.35 -1.48 -1.58
H -2.02 -0.31 -1.53
H -1.09 -1.79 0.25
H -2.46 -1.16 2.02
H -3.73 -0.71 0.89
H -2.68 1.25 1.74
H -2.23 1.18 0.05
H -0.10 0.83 -0.53
H 0.51 -0.53 0.46
H 1.13 1.10 0.72
C -8.46 2.68 -0.42
O -8.81 3.14 0.87
C -9.63 2.23 1.60
C -8.87 1.63 2.77
N -7.83 0.71 2.30
C -6.89 0.30 3.33
C -6.03 1.37 3.99
O -5.07 1.97 3.13
C -5.56 3.02 2.32
H -8.00 3.51 -0.95
H -7.74 1.86 -0.37
H -9.34 2.36 -0.98
H -10.05 1.45 0.96
H -10.47 2.81 2.00
H -9.57 1.09 3.41
H -8.44 2.46 3.34
H -7.32 1.15 1.55
H -6.21 -0.42 2.86
H -7.43 -0.25 4.11
H -5.45 0.88 4.78
H -6.62 2.14 4.50
H -6.35 3.59 2.81
H -5.92 2.63 1.36
H -4.73 3.69 2.10
```

For the largest force on an atom, the calculation gives 3.31 eV/A. Its net charge is +1. The calculation puts the HOMO energy at -9.72 eV.

---

# 5
Entry from OMol25: a structure of composition C34H56NP2S4Sc (the ωB97M-V functional and the def2-TZVPD basis).

Structure (XYZ):
```
98
C34H56NP2S4Sc the ωB97M-V functional and the def2-TZVPD basis
Sc -0.77 0.51 -0.43
C -3.88 -0.33 -2.19
C -3.24 0.76 -3.05
S -1.44 0.52 -3.05
C -0.77 1.98 -3.89
C -0.90 3.29 -3.14
S 0.05 3.27 -1.58
C -0.81 4.60 -0.67
C -1.89 4.15 0.32
S -2.59 2.59 -0.29
C -3.84 2.08 0.90
C -4.56 0.90 0.28
S -3.43 -0.37 -0.43
H -3.61 -1.32 -2.56
H -4.96 -0.26 -2.24
H -3.50 1.75 -2.69
H -3.60 0.65 -4.08
H -1.25 2.06 -4.86
H 0.28 1.72 -4.07
H -1.94 3.52 -2.91
H -0.50 4.11 -3.75
H -1.22 5.27 -1.43
H -0.04 5.16 -0.14
H -2.67 4.90 0.37
H -1.47 4.01 1.31
H -4.55 2.89 1.07
H -3.37 1.81 1.85
H -5.21 1.22 -0.54
H -5.17 0.39 1.02
C -1.78 -1.94 2.57
C -1.61 -0.64 3.36
C -1.15 -1.01 4.78
P -0.58 0.52 2.35
C -0.65 2.23 3.09
C 0.47 3.06 2.45
C -0.59 2.34 4.61
C 1.17 0.08 2.46
C 1.87 -0.13 3.65
C 3.24 -0.35 3.68
C 3.97 -0.60 4.97
C 3.91 -0.35 2.46
C 3.25 -0.13 1.26
C 1.87 0.09 1.24
N 1.14 0.31 0.07
C 1.75 0.18 -1.21
C 2.69 1.11 -1.68
C 3.21 0.99 -2.95
C 2.79 -0.04 -3.81
C 3.34 -0.14 -5.21
C 1.85 -0.95 -3.34
C 1.35 -0.88 -2.04
P 0.07 -1.97 -1.31
C -0.36 -3.30 -2.54
C 0.75 -4.32 -2.81
C -0.96 -2.79 -3.85
C 0.87 -2.88 0.11
C 0.07 -4.14 0.46
C 2.37 -3.17 -0.03
H -2.46 -2.61 3.08
H -0.81 -2.45 2.49
H -2.16 -1.78 1.56
H -2.58 -0.13 3.42
H -0.29 -1.67 4.74
H -1.95 -1.56 5.27
H -0.91 -0.15 5.40
H -1.62 2.62 2.78
H 1.44 2.77 2.86
H 0.32 4.12 2.67
H 0.52 2.93 1.37
H 0.32 1.90 5.01
H -1.45 1.89 5.10
H -0.58 3.40 4.89
H 1.34 -0.10 4.59
H 3.35 -0.34 5.83
H 4.88 -0.01 5.02
H 4.25 -1.65 5.06
H 4.98 -0.52 2.44
H 3.81 -0.13 0.33
H 3.00 1.91 -1.03
H 3.95 1.70 -3.30
H 4.41 0.07 -5.22
H 2.86 0.59 -5.87
H 3.18 -1.13 -5.63
H 1.54 -1.74 -4.01
H -1.16 -3.82 -2.00
H 0.43 -4.99 -3.61
H 0.96 -4.94 -1.94
H 1.69 -3.86 -3.11
H -0.25 -2.20 -4.43
H -1.84 -2.18 -3.69
H -1.26 -3.65 -4.45
H 0.75 -2.18 0.94
H 0.23 -4.93 -0.27
H -1.00 -3.94 0.52
H 0.40 -4.52 1.42
H 2.57 -3.97 -0.73
H 2.76 -3.47 0.94
H 2.93 -2.29 -0.35
```

For the largest force on an atom, the calculation gives 0.52 eV/A. Its net charge is +2. The calculation puts the HOMO energy at -12.45 eV.

---

# 6
Entry from OMol25: a cluster of 2 separate species, C7H7N3O2 in total in a non-equilibrium geometry (the ωB97M-V functional and the def2-TZVPD basis).

Structure (XYZ):
```
19
C7H7N3O2 the ωB97M-V functional and the def2-TZVPD basis
C -3.30 -0.36 0.08
C -2.46 -1.43 0.25
C -2.80 0.86 -0.26
C -1.08 -1.35 0.31
C -1.41 0.98 -0.22
C -0.57 -0.15 0.02
C 3.96 0.45 0.00
N -0.54 2.01 -0.44
N 0.65 1.63 -0.38
N 0.62 0.29 -0.10
O 3.10 -0.68 -0.35
O 2.12 -0.90 0.49
H -4.41 -0.51 0.22
H -2.87 -2.36 0.38
H -3.40 1.79 -0.30
H -0.46 -2.30 0.25
H 3.87 0.83 0.95
H 3.92 1.23 -0.74
H 5.05 -0.04 -0.16
```

For the largest force on an atom, the calculation gives 4.80 eV/A. The calculation puts the HOMO energy (alpha / beta) at -8.88 / -8.75 eV.